This record from the OMol25 dataset describes a molecular structure, C29H45BCaF4N4O6PSSb. The level of theory is wB97M-V/def2-TZVPD.

Values from the calculation:
LUMO in eV: 0.179
Multiplicity: 1
Total charge: 0

Geometry (Å):
Ca (-0.01912, -0.35555, -0.04760)
O (0.40910, 7.01836, 0.79122)
C (1.58211, 6.25931, 0.57863)
C (1.21750, 4.83124, 0.28682)
C (2.21107, 3.89678, 0.02855)
C (1.84875, 2.59044, -0.23519)
N (0.58530, 2.17132, -0.26786)
C (-0.36957, 3.06660, -0.01559)
C (-0.09794, 4.40162, 0.26168)
C (-1.76998, 2.58243, -0.07005)
C (-2.72386, 3.05798, 0.81770)
C (-4.02192, 2.57728, 0.72806)
C (-5.06930, 3.00524, 1.72902)
O (-4.53015, 3.35169, 2.98532)
C (-4.30762, 1.66814, -0.27947)
C (-3.28187, 1.22966, -1.10119)
N (-2.02402, 1.65013, -0.99124)
H (0.65679, 7.91838, 1.01772)
H (2.23082, 6.27831, 1.46228)
H (2.15894, 6.65438, -0.26628)
H (3.25854, 4.17158, 0.03479)
H (2.59511, 1.83419, -0.42414)
H (-0.90579, 5.09446, 0.44110)
H (-2.45150, 3.75596, 1.59683)
H (-5.82045, 2.21274, 1.81809)
H (-5.58388, 3.89753, 1.36553)
H (-4.10379, 2.56902, 3.35757)
H (-5.29882, 1.24902, -0.39428)
H (-3.47347, 0.48074, -1.85570)
C (4.51388, -1.74641, 0.43957)
C (3.85340, -0.95043, -0.68272)
C (3.74165, -1.78428, -1.94708)
C (4.64471, 0.32504, -0.95923)
O (2.51357, -0.61659, -0.28997)
H (3.90589, -2.61335, 0.68950)
H (4.61605, -1.12768, 1.33414)
H (5.51176, -2.07567, 0.14492)
H (4.73346, -2.05358, -2.31216)
H (3.23294, -1.22135, -2.73232)
H (3.17795, -2.69818, -1.75653)
H (5.67064, 0.08185, -1.23912)
H (4.67870, 0.95785, -0.06937)
H (4.19576, 0.89133, -1.77795)
N (1.97048, 0.30292, 2.21112)
C (0.82186, 0.28624, 2.83300)
N (-0.36440, 0.28208, 2.21144)
C (-1.41464, 0.17885, 3.09987)
C (-2.75834, 0.05584, 2.74630)
C (-3.71737, -0.03451, 3.74489)
C (-3.36025, -0.00427, 5.09190)
C (-2.02460, 0.08694, 5.45725)
C (-1.06676, 0.16702, 4.46164)
S (0.67435, 0.21981, 4.60740)
H (2.51443, -0.27795, 0.64964)
H (2.73337, 0.23435, 2.87558)
H (-3.03564, 0.00114, 1.70128)
H (-4.75833, -0.15063, 3.47106)
H (-4.12317, -0.06720, 5.85573)
H (-1.74206, 0.08702, 6.50180)
F (-2.08084, -1.18450, -0.30004)
B (-2.87160, -2.24472, -0.94807)
F (-2.86895, -3.32791, -0.09424)
F (-2.19908, -2.52987, -2.14171)
F (-4.13634, -1.74843, -1.17337)
C (2.78446, -5.33831, -0.25444)
O (2.10187, -4.25276, 0.36696)
P (0.83799, -3.64013, -0.47623)
O (-0.14930, -4.91423, -0.36115)
C (-0.88004, -5.35781, -1.51718)
O (0.30524, -2.64907, 0.70847)
C (-0.24493, -3.17208, 1.94210)
H (2.26390, -6.27572, -0.05745)
H (3.78764, -5.37680, 0.16481)
H (2.85981, -5.19443, -1.33750)
H (-1.93368, -5.38476, -1.26016)
H (-0.52142, -6.35131, -1.78372)
H (-0.74536, -4.67172, -2.35324)
H (-0.15663, -2.38273, 2.68452)
H (0.32423, -4.04359, 2.25715)
H (-1.28833, -3.43086, 1.77613)
C (-1.56966, 0.24256, -4.29960)
Sb (0.14834, -0.30828, -3.16890)
C (0.70743, -1.97057, -4.39095)
C (1.46220, 1.16313, -4.00315)
H (-1.31538, 0.30786, -5.35709)
H (-1.93682, 1.20639, -3.95065)
H (-2.34213, -0.51051, -4.15513)
H (0.86152, -1.65114, -5.42104)
H (-0.10458, -2.69601, -4.35794)
H (1.61135, -2.44370, -4.01209)
H (1.45895, 1.08904, -5.09010)
H (2.48048, 1.03632, -3.63796)
H (1.10936, 2.15151, -3.71091)

Atom charges from the Mulliken analysis, given in e for atoms 1 to 8:
1. Ca 1.6222
2. O -0.5060
3. C -0.5552
4. C 0.3208
5. C -1.2658
6. C -0.7741
7. N 0.7836
8. C -0.2023



This record from the OMol25 dataset describes a molecular structure, C29H45BiGe2N4. The level of theory is wB97M-V/def2-TZVPD.

Values from the calculation:
LUMO in eV: -12.454
Multiplicity: 1
Total charge: +4

Geometry (Å):
Bi (-0.02594, -0.23953, 0.64565)
C (-2.89601, 1.38274, -3.86125)
C (-1.78563, 0.93202, -2.88134)
Ge (-2.71128, -0.30423, -1.71110)
C (-3.40320, -1.95067, -2.45449)
C (-4.93657, -1.89112, -2.61694)
C (-3.54551, 0.26058, -0.11686)
C (-3.42291, 1.23741, 0.83326)
Ge (-1.65586, 1.83639, 1.54055)
C (-0.82809, 3.35424, 0.60637)
C (-1.34711, 4.72134, 1.06694)
C (-1.32417, 1.83608, 3.49054)
C (-2.28581, 2.54752, 4.44538)
C (-4.58111, 1.90509, 1.40852)
C (-4.38980, 3.08530, 2.14197)
C (-5.45440, 3.82398, 2.62116)
C (-6.74926, 3.38279, 2.38440)
C (-6.97038, 2.20969, 1.66295)
C (-5.90618, 1.48208, 1.17768)
H (-2.43819, 1.98762, -4.64370)
H (-3.65220, 1.99543, -3.37004)
H (-3.38288, 0.54098, -4.35669)
H (-1.36496, 1.77653, -2.33626)
H (-0.98705, 0.40853, -3.40816)
H (-3.12269, -2.78845, -1.81222)
H (-2.91267, -2.10072, -3.41745)
H (-5.44688, -1.87532, -1.65397)
H (-5.27356, -2.77690, -3.15278)
H (-5.25958, -1.02506, -3.19534)
H (-4.57043, -0.08218, -0.30346)
H (-0.96553, 3.23574, -0.47061)
H (0.24652, 3.27834, 0.80081)
H (-2.39309, 4.87113, 0.80328)
H (-0.77473, 5.50453, 0.57099)
H (-1.23005, 4.86549, 2.14216)
H (-0.33537, 2.30148, 3.56545)
H (-1.20460, 0.79841, 3.81196)
H (-2.33772, 3.61722, 4.24913)
H (-1.92879, 2.42919, 5.46827)
H (-3.29359, 2.13984, 4.39256)
H (-3.38892, 3.46849, 2.31565)
H (-5.28190, 4.73911, 3.17061)
H (-7.59066, 3.95080, 2.75851)
H (-7.98125, 1.87147, 1.48274)
H (-6.12381, 0.57555, 0.62963)
N (3.61400, 1.66664, 2.11740)
C (2.33833, 1.33996, 2.22897)
N (1.93141, 0.61350, 1.17928)
C (3.05511, 0.47102, 0.33092)
C (3.21354, -0.17080, -0.89555)
C (4.46566, -0.10122, -1.47237)
C (5.53087, 0.58382, -0.86057)
C (5.38207, 1.22179, 0.35161)
C (4.11791, 1.14543, 0.92858)
H (4.12917, 2.22492, 2.78752)
H (1.71831, 1.64062, 3.05787)
H (2.41034, -0.70372, -1.38877)
H (4.63674, -0.58322, -2.42511)
H (6.49051, 0.61075, -1.35823)
H (6.20014, 1.75010, 0.82167)
C (0.67483, -2.78578, 4.61627)
C (0.82406, -1.68075, 3.54692)
N (-0.09224, -1.93913, 2.40203)
C (-1.48307, -2.09999, 2.91547)
C (-1.58531, -3.34772, 3.81912)
N (-0.19714, -3.86610, 4.04872)
C (0.37993, -4.36925, 2.75955)
C (0.32745, -3.21344, 1.73930)
H (0.19857, -2.42430, 5.52623)
H (1.63207, -3.23191, 4.88005)
H (1.84277, -1.64136, 3.16281)
H (0.57652, -0.71152, 3.97829)
H (-2.16418, -2.18834, 2.06803)
H (-1.74838, -1.19907, 3.46615)
H (-2.16315, -4.15011, 3.36364)
H (-2.02208, -3.11367, 4.78832)
H (-0.23816, -4.64055, 4.71748)
H (-0.21054, -5.22541, 2.43852)
H (1.39574, -4.70580, 2.96000)
H (-0.38074, -3.43024, 0.94003)
H (1.30856, -3.06333, 1.29019)

Atom charges from the Mulliken analysis, given in e for atoms 1 to 8:
1. Bi 1.0240
2. C -1.3344
3. C -0.0801
4. Ge -0.2460
5. C -0.4272
6. C -1.1944
7. C -0.1516
8. C 0.9606



This record from the OMol25 dataset describes a molecular structure, C29H45FP2Ru. The level of theory is wB97M-V/def2-TZVPD.

Values from the calculation:
LUMO (alpha / beta) in eV: -3.528 / -3.845
Relative energy (zero: lowest compared OMol25 entry of this formula, charge and spin) in eV: 1.026
Multiplicity: 6
Total charge: +1
⟨S²⟩: 8.78

Geometry (Å):
Ru (-0.09327, 0.72372, -1.58231)
C (1.95755, 1.99859, 0.56109)
C (2.46548, 1.08209, -0.36724)
C (0.99369, 2.53072, -1.47823)
C (1.03207, 2.84849, -0.07042)
C (1.89883, 1.36514, -1.67311)
C (2.46479, 2.19417, 1.95342)
H (2.86313, 1.25940, 2.35866)
H (1.66725, 2.53904, 2.61692)
H (3.26945, 2.94013, 2.00924)
C (0.35249, 4.01191, 0.55284)
H (0.12174, 3.80263, 1.60828)
H (-0.58785, 4.23198, 0.03614)
H (0.97966, 4.91881, 0.52884)
C (0.56830, 3.41506, -2.58742)
H (1.44289, 3.90994, -3.03673)
H (-0.12906, 4.17291, -2.21024)
H (0.05542, 2.83476, -3.36794)
C (2.50281, 1.03114, -2.98768)
H (3.05616, 1.90654, -3.36764)
H (1.72418, 0.77909, -3.71948)
H (3.19728, 0.19010, -2.86714)
C (3.58487, 0.14301, -0.12473)
H (4.55140, 0.59404, -0.39330)
H (3.46244, -0.76701, -0.72169)
H (3.65996, -0.14029, 0.93134)
C (-0.48373, 0.27423, 3.79859)
C (0.83962, 0.12459, 3.97631)
C (1.60995, -1.07868, 3.54506)
C (0.98172, -2.45227, 4.01610)
C (0.18513, -3.14309, 2.99508)
C (-0.00445, -2.50146, 1.74382)
C (-0.77365, -1.14187, 1.74490)
C (-1.34489, -0.74098, 3.11206)
H (2.63930, -1.02147, 3.92369)
H (0.39403, -2.28836, 4.93913)
H (1.73133, -1.05894, 2.45682)
H (-1.49111, -1.64255, 3.73205)
H (-1.01860, 1.15362, 4.16474)
H (1.42660, 0.91369, 4.46290)
H (-2.35735, -0.31870, 2.97210)
H (-0.13135, -0.35131, 1.31505)
H (0.96108, -2.39009, 1.20000)
H (-1.64255, -1.16287, 1.05801)
H (1.82720, -3.09760, 4.32054)
H (-0.01007, -4.20952, 3.11243)
P (-0.89335, -3.05028, 0.02941)
C (-2.39319, -3.67698, 0.85054)
C (0.15134, -4.50056, -0.28480)
P (-0.42835, -1.11579, -2.45149)
C (-1.52773, -2.27566, -1.50646)
C (1.09773, -2.05945, -2.76130)
C (-1.28250, -1.07933, -4.05834)
H (-3.26464, -3.11205, 0.50041)
H (-2.30913, -3.57480, 1.93874)
H (-2.53014, -4.73184, 0.59623)
H (-0.47235, -5.30841, -0.68600)
H (0.59701, -4.82630, 0.66210)
H (0.95110, -4.26480, -0.99564)
H (-1.70125, -2.06585, -4.27728)
H (-0.56091, -0.78506, -4.83006)
H (-2.08246, -0.33869, -4.02936)
H (-2.44662, -1.71552, -1.24598)
H (-1.83118, -3.11423, -2.17206)
H (1.64093, -1.57166, -3.58051)
H (0.88090, -3.09638, -3.03312)
H (1.75138, -2.02259, -1.88069)
F (-4.48879, 4.72979, -0.80483)
C (-3.73971, 3.58957, -0.96080)
C (-3.52150, 3.12632, -2.25344)
C (-2.63428, 2.05662, -2.40524)
C (-1.96935, 1.53756, -1.28696)
C (-2.33538, 1.91831, 0.00985)
C (-3.23516, 2.98032, 0.18618)
H (-4.01112, 3.58660, -3.10853)
H (-2.40559, 1.64883, -3.38446)
H (-1.89643, 1.39256, 0.85553)
H (-3.50915, 3.33726, 1.17751)

Atom charges from the Mulliken analysis, given in e for atoms 1 to 8:
1. Ru -0.0535
2. C 0.5746
3. C 0.9303
4. C 0.5694
5. C 0.8123
6. C 0.6159
7. C -1.5986
8. H 0.3235



This record from the OMol25 dataset describes a molecular structure, C29H45N4O2RuS. The level of theory is wB97M-V/def2-TZVPD.

Values from the calculation:
LUMO (alpha / beta) in eV: -11.436 / -11.689
Multiplicity: 5
Total charge: +3
⟨S²⟩: 6.37

Geometry (Å):
Ru (-0.89280, 1.29741, 2.06253)
C (-1.84497, -5.20133, -2.16312)
C (-0.83246, -4.05341, -2.09144)
C (-0.87659, -3.29205, -3.43751)
C (0.58030, -4.62925, -1.86501)
C (-1.11296, -3.08946, -0.96583)
C (-0.40991, -1.88327, -0.88534)
C (-0.63199, -1.02413, 0.17449)
N (-0.03789, 0.15997, 0.45954)
C (0.87993, 0.83934, -0.26935)
C (1.80666, 0.35547, -1.17435)
C (2.66069, 1.24135, -1.83002)
C (2.55031, 2.63997, -1.55894)
C (1.66464, 3.20094, -0.67584)
C (0.83177, 2.27352, 0.03941)
O (-0.02484, 2.61027, 0.93119)
C (1.58791, 4.70663, -0.44794)
C (2.10137, 5.00101, 0.97827)
C (2.48577, 5.45295, -1.43943)
C (0.15018, 5.22454, -0.63655)
C (3.68455, 0.78223, -2.82895)
C (3.29965, 1.38184, -4.20289)
C (5.07872, 1.29360, -2.41596)
C (3.73483, -0.74472, -2.95717)
C (-1.69967, -1.32104, 1.13513)
O (-1.97163, -0.36089, 1.94067)
C (-2.38008, -2.58273, 1.10309)
C (-2.05159, -3.41321, 0.05968)
C (-3.40045, -2.98356, 2.16893)
C (-2.69535, -2.98804, 3.54157)
C (-3.94316, -4.38918, 1.91706)
C (-4.59465, -2.00710, 2.15367)
H (-1.64194, -5.81099, -3.04147)
H (-2.86822, -4.83242, -2.25326)
H (-1.76413, -5.87148, -1.30433)
H (-0.69917, -3.99688, -4.24722)
H (-0.10931, -2.51801, -3.49631)
H (-1.85386, -2.83302, -3.59164)
H (0.80495, -5.34359, -2.65608)
H (0.64107, -5.15339, -0.90936)
H (1.34432, -3.84913, -1.87653)
H (0.28761, -1.61921, -1.66570)
H (1.92897, -0.70894, -1.30920)
H (3.22044, 3.30542, -2.08192)
H (3.11542, 4.62067, 1.11170)
H (1.46142, 4.56089, 1.73773)
H (2.11802, 6.07957, 1.13445)
H (3.53911, 5.20521, -1.29246)
H (2.38047, 6.52390, -1.27610)
H (2.20066, 5.24956, -2.47328)
H (-0.53734, 4.80907, 0.09659)
H (-0.21400, 4.99105, -1.63860)
H (0.13826, 6.30744, -0.52427)
H (3.31265, 2.47266, -4.18522)
H (2.30734, 1.05294, -4.51503)
H (4.02333, 1.05043, -4.94592)
H (5.14663, 2.38201, -2.43077)
H (5.81623, 0.91579, -3.12204)
H (5.35171, 0.95043, -1.41671)
H (2.78312, -1.14832, -3.31163)
H (4.01210, -1.21400, -2.01002)
H (4.49349, -1.01928, -3.68688)
H (-2.55313, -4.36641, 0.00468)
H (-1.90971, -3.74479, 3.56202)
H (-3.41607, -3.23408, 4.32127)
H (-2.24429, -2.02328, 3.77150)
H (-3.15373, -5.14252, 1.94863)
H (-4.47207, -4.45819, 0.96510)
H (-4.65594, -4.63431, 2.70361)
H (-4.30354, -0.97767, 2.34496)
H (-5.31002, -2.31290, 2.91727)
H (-5.10419, -2.04231, 1.18978)
N (-1.83344, 0.79753, 4.26470)
N (-2.00596, 1.83215, 5.18204)
C (-1.47617, 3.02904, 4.92808)
N (-1.59462, 4.00797, 5.79255)
S (-0.63404, 3.28540, 3.44629)
H (-2.73695, 0.38724, 4.04422)
H (-1.25001, 0.07094, 4.67361)
H (-2.51209, 1.64531, 6.03832)
H (-2.08818, 3.91679, 6.67091)
H (-1.18151, 4.90808, 5.59238)

Atom charges from the Mulliken analysis, given in e for atoms 1 to 8:
1. Ru 1.2580
2. C -2.1940
3. C 1.7842
4. C -1.4830
5. C -1.3739
6. C -1.2595
7. C 0.1430
8. C -0.2236